This record from OMol25 describes C35H47ClEuO4PSi as an isolated structure in a non-equilibrium geometry. The level of theory is ωB97M-V/def2-TZVPD.

Output
**Expectation value of S²**: 12.02
**HOMO energy (alpha / beta)**: -7.344 / -7.345 eV
**DFT total energy**: -94273.41388 eV
**Orbital gap (alpha / beta)**: 6.26 / 7.71 eV
**Spin multiplicity**: 7

XYZ file:
```
90
C35H47ClEuO4PSi ωB97M-V/def2-TZVPD
C 0.457 2.539 0.022
C 0.978 1.296 -0.440
C 0.489 1.081 -1.767
H 1.667 0.640 0.097
C -0.351 2.181 -2.119
C -0.372 3.083 -1.011
H -0.879 4.051 -0.984
H 0.692 3.026 0.973
H 0.733 0.230 -2.401
H -0.854 2.330 -3.079
Eu -1.746 0.789 -0.165
Cl -2.007 -1.471 -1.368
P 1.994 -2.509 -0.534
C 2.326 -2.620 -2.304
C 3.618 -2.785 -2.832
H 4.461 -2.966 -2.163
C 3.815 -2.716 -4.213
H 4.822 -2.826 -4.620
C 2.730 -2.488 -5.066
H 2.891 -2.409 -6.141
C 1.436 -2.362 -4.546
H 0.587 -2.196 -5.213
C 1.226 -2.433 -3.173
H 0.221 -2.330 -2.750
C 3.554 -2.258 0.343
C 4.372 -1.161 -0.025
H 4.169 -0.618 -0.951
C 5.432 -0.779 0.796
H 6.056 0.069 0.510
C 5.689 -1.467 1.988
H 6.500 -1.145 2.640
C 4.898 -2.568 2.343
H 5.101 -3.110 3.268
C 3.838 -2.964 1.530
H 3.219 -3.824 1.802
C 1.266 -4.081 -0.026
C 1.650 -5.305 -0.600
H 2.456 -5.332 -1.337
C 0.995 -6.479 -0.217
H 1.286 -7.430 -0.663
C -0.035 -6.430 0.729
H -0.545 -7.346 1.022
C -0.417 -5.211 1.302
H -1.216 -5.178 2.045
C 0.213 -4.032 0.914
H -0.103 -3.062 1.308
C -2.062 4.721 2.024
C -2.373 4.178 3.414
C -1.187 4.381 4.356
C -3.641 4.833 3.960
O -2.578 2.738 3.366
Si -3.178 1.577 2.389
O -2.074 0.467 2.017
O -4.556 0.998 3.071
C -4.869 0.749 4.468
C -3.611 0.862 5.321
C -5.920 1.770 4.899
C -5.425 -0.670 4.542
O -3.590 2.223 0.888
C -4.849 2.224 0.036
C -4.773 1.046 -0.936
C -6.066 2.094 0.934
C -4.837 3.559 -0.698
H -1.895 5.807 2.083
H -2.898 4.548 1.337
H -1.155 4.261 1.616
H -0.953 5.448 4.465
H -1.404 3.976 5.353
H -0.294 3.876 3.964
H -4.498 4.641 3.298
H -3.877 4.466 4.968
H -3.497 5.922 4.015
H -3.230 1.891 5.342
H -3.844 0.574 6.356
H -2.826 0.192 4.947
H -6.816 1.702 4.264
H -6.223 1.570 5.938
H -5.527 2.794 4.848
H -6.320 -0.775 3.914
H -4.669 -1.392 4.209
H -5.706 -0.916 5.577
H -3.979 1.179 -1.697
H -4.612 0.092 -0.409
H -5.725 0.967 -1.485
H -6.130 2.926 1.650
H -6.979 2.125 0.319
H -6.069 1.143 1.479
H -4.890 4.397 0.010
H -3.935 3.671 -1.317
H -5.712 3.626 -1.361
```

Formally, the Löwdin partial charges of the atoms, in units of the elementary charge, are as follows: -0.215, -0.218, -0.239, 0.079, -0.234, -0.235, 0.091, 0.092, 0.076, 0.095, 1.684, -0.218, 1.067, -0.386, -0.099, 0.103, -0.088, 0.102, -0.091, 0.099, -0.086, 0.105, -0.117, 0.040, -0.381, -0.117, 0.105, -0.092, 0.102, -0.097, 0.098, -0.091, 0.102, -0.090, 0.101, -0.393, -0.080, 0.108, -0.086, 0.102, -0.088, 0.100, -0.086, 0.104, -0.106, 0.095, -0.028, -0.610, -0.024, -0.027, -0.118, -0.023, -0.419, -0.136, -0.620, -0.037, -0.020, -0.030, -0.255, -0.583, -0.068, -0.037, -0.030, 0.098, 0.066, 0.067, 0.089, 0.088, 0.091, 0.086, 0.083, 0.092, 0.072, 0.096, 0.098, 0.088, 0.092, 0.070, 0.087, 0.093, 0.090, 0.063, 0.077, 0.108, 0.096, 0.100, 0.085, 0.088, 0.087, 0.097

***

This record from OMol25 describes C35H47ClO4PRuSi as an isolated structure in a non-equilibrium geometry. The level of theory is ωB97M-V/def2-TZVPD.

Output
**Expectation value of S²**: 8.77
**HOMO energy (alpha / beta)**: -6.619 / -8.375 eV
**DFT total energy**: -77519.24557 eV
**Orbital gap (alpha / beta)**: 7.16 / 6.65 eV
**Spin multiplicity**: 6

XYZ file:
```
90
C35H47ClO4PRuSi ωB97M-V/def2-TZVPD
C -0.634 -2.104 1.199
C -0.534 -2.648 -0.111
C 0.862 -2.844 -0.400
H -1.347 -2.840 -0.789
C 1.601 -2.475 0.753
C 0.698 -1.961 1.718
H 0.962 -1.543 2.674
H -1.537 -1.800 1.697
H 1.270 -3.214 -1.324
H 2.674 -2.431 0.818
Ru 0.459 -0.759 -0.057
Cl 2.307 0.503 -0.489
P 0.575 -0.411 -3.869
C 1.679 -1.474 -4.886
C 1.260 -2.187 -6.007
H 0.228 -2.135 -6.322
C 2.161 -2.963 -6.724
H 1.821 -3.514 -7.591
C 3.491 -3.029 -6.336
H 4.192 -3.634 -6.898
C 3.919 -2.321 -5.221
H 4.953 -2.372 -4.908
C 3.017 -1.558 -4.496
H 3.352 -1.019 -3.618
C -1.080 -0.842 -4.548
C -1.713 -1.966 -4.013
H -1.228 -2.527 -3.224
C -2.952 -2.369 -4.484
H -3.429 -3.245 -4.064
C -3.588 -1.643 -5.483
H -4.560 -1.951 -5.844
C -2.972 -0.517 -6.010
H -3.463 0.055 -6.787
C -1.724 -0.120 -5.550
H -1.249 0.753 -5.972
C 0.861 1.244 -4.621
C 1.562 1.450 -5.808
H 1.976 0.606 -6.340
C 1.730 2.733 -6.311
H 2.278 2.879 -7.232
C 1.193 3.823 -5.641
H 1.324 4.822 -6.036
C 0.493 3.627 -4.458
H 0.077 4.473 -3.927
C 0.337 2.348 -3.947
H -0.197 2.201 -3.016
C 1.637 3.635 2.835
C 1.801 2.373 3.692
C 2.910 1.477 3.111
C 2.201 2.782 5.124
O 0.689 1.741 3.730
Si -0.381 0.716 3.097
O 0.060 0.346 1.547
O -0.459 -0.582 4.082
C -0.228 -1.196 5.198
C 0.168 -2.667 4.936
C 0.911 -0.517 5.972
C -1.492 -1.189 6.068
O -1.827 1.399 3.084
C -3.084 1.282 2.901
C -3.373 1.174 1.395
C -3.624 0.031 3.621
C -3.783 2.519 3.484
H 2.589 4.209 2.800
H 0.847 4.292 3.262
H 1.347 3.365 1.797
H 3.880 2.018 3.085
H 3.041 0.558 3.717
H 2.655 1.172 2.082
H 1.409 3.405 5.591
H 2.372 1.894 5.763
H 3.148 3.364 5.115
H 1.140 -2.753 4.412
H 0.293 -3.215 5.895
H -0.614 -3.183 4.339
H 0.630 0.524 6.226
H 1.120 -1.057 6.922
H 1.844 -0.518 5.371
H -1.798 -0.147 6.302
H -2.320 -1.718 5.554
H -1.304 -1.714 7.031
H -3.000 2.075 0.862
H -4.466 1.080 1.213
H -2.870 0.281 0.967
H -3.469 0.123 4.712
H -4.716 -0.086 3.450
H -3.119 -0.889 3.257
H -3.568 2.605 4.572
H -3.419 3.443 2.985
H -4.884 2.450 3.350
```

Formally, the Löwdin partial charges of the atoms, in units of the elementary charge, are as follows: -0.207, -0.206, -0.230, 0.096, -0.194, -0.229, 0.085, 0.097, 0.106, 0.109, 1.189, -0.065, 1.066, -0.391, -0.087, 0.100, -0.082, 0.103, -0.089, 0.101, -0.084, 0.103, -0.108, 0.097, -0.392, -0.118, 0.081, -0.086, 0.102, -0.088, 0.102, -0.079, 0.104, -0.082, 0.101, -0.387, -0.085, 0.100, -0.081, 0.103, -0.087, 0.101, -0.082, 0.103, -0.108, 0.099, -0.017, -0.762, -0.023, -0.027, -0.041, 0.108, -0.416, -0.070, -0.742, -0.027, -0.023, -0.031, -0.031, -0.767, -0.019, -0.023, -0.022, 0.090, 0.094, 0.093, 0.095, 0.082, 0.017, 0.095, 0.070, 0.090, 0.082, 0.092, 0.096, 0.089, 0.097, 0.084, 0.095, 0.086, 0.093, 0.099, 0.091, 0.074, 0.076, 0.095, 0.082, 0.094, 0.094, 0.090

***

Question: Among the records above, which one has the highest DFT total energy?
Answer: C35H47ClO4PRuSi

***

Question: The lowest spin multiplicity belongs to which entry?
Answer: C35H47ClO4PRuSi

***

Question: The lowest spin multiplicity belongs to which entry?
Answer: C35H47ClO4PRuSi

***

Question: Which value of expectation value of S² does entry 2 give?
Answer: 8.77